DFT (ωB97M-V/def2-TZVPD) results for C42H36F12N7O4S2Ti as an isolated structure.

Atoms and positions in Å:
Ti1 0.8974 -0.0856 -0.9978
C1 6.2669 3.1002 -2.0538
C2 4.8677 3.5202 -1.6187
N1 3.8313 3.1366 -2.5496
C3 3.3924 1.8466 -2.7017
S1 2.5415 1.4356 -4.0900
N2 3.8267 1.0132 -1.7419
N3 3.0843 -0.0484 -1.4148
C4 3.7285 -1.1211 -1.0669
C5 5.1957 -1.2578 -1.3158
C6 2.9690 -2.1946 -0.4199
C7 3.6093 -3.3211 0.0984
C8 2.8658 -4.3027 0.7256
C9 1.4945 -4.1546 0.8208
C10 0.9192 -3.0153 0.2856
N4 1.6280 -2.0584 -0.3122
H1 7.0238 3.5177 -1.3880
H2 6.4770 3.4447 -3.0675
H3 6.3498 2.0147 -2.0398
H4 4.8116 4.6044 -1.4961
H5 4.6301 3.0708 -0.6542
H6 3.7671 3.6573 -3.4121
H7 5.4652 -0.6242 -2.1588
H8 5.4644 -2.2881 -1.5402
H9 5.7848 -0.9249 -0.4557
H10 4.6809 -3.4119 0.0180
H11 3.3583 -5.1743 1.1381
H12 0.8648 -4.8849 1.3065
H13 -0.1464 -2.8636 0.3427
C11 -2.6062 -5.7098 -1.5718
C12 -2.2519 -4.2532 -1.4650
C13 -2.7711 -3.4649 -0.4518
C14 -2.4223 -2.1304 -0.3146
C15 -1.5214 -1.5199 -1.2144
N5 -1.0487 -0.1987 -0.9982
C16 -1.9225 0.8432 -0.6931
C17 -3.3049 0.6816 -0.8251
C18 -4.2001 1.6283 -0.3734
C19 -3.7581 2.8107 0.2006
C20 -4.7117 3.8438 0.7322
C21 -2.3907 3.0481 0.1810
C22 -1.4665 2.1300 -0.3080
C23 -0.0926 2.6612 -0.7290
O1 0.8629 1.7018 -0.9481
C24 0.5365 3.6689 0.2842
F1 0.0002 4.9064 0.2150
F2 0.3732 3.2439 1.5459
F3 1.8456 3.8135 0.0851
C25 -0.2923 3.3775 -2.1066
F4 -1.3035 4.2668 -2.0929
F5 0.8081 4.0457 -2.4685
F6 -0.5704 2.4761 -3.0375
C26 -0.9827 -2.3321 -2.2334
C27 -1.3684 -3.6634 -2.3541
C28 0.0238 -1.7457 -3.2297
O2 0.8119 -0.7806 -2.6760
C29 1.0161 -2.8002 -3.8175
F7 0.4703 -3.5753 -4.7821
F8 1.4679 -3.6321 -2.8612
F9 2.0798 -2.2110 -4.3470
C30 -0.7751 -1.0987 -4.3971
F10 -1.4531 -0.0389 -3.9536
F11 0.0241 -0.6933 -5.3881
F12 -1.6745 -1.9475 -4.9279
H14 -3.6641 -5.8747 -1.3643
H15 -2.0348 -6.3040 -0.8552
H16 -2.3896 -6.0938 -2.5679
H17 -3.4491 -3.8805 0.2835
H18 -2.7382 -1.9398 1.5487
H19 -3.6785 -0.2309 -1.2646
H20 -5.2621 1.4352 -0.4662
H21 -5.7331 3.4643 0.7373
H22 -4.6954 4.7503 0.1245
H23 -4.4592 4.1379 1.7534
H24 -2.0460 4.0231 0.4940
H25 -0.9672 -4.2648 -3.1546
C31 -5.1286 2.1294 5.0078
C32 -4.0699 1.1475 4.5894
C33 -3.5595 0.2142 5.4832
C34 -2.5891 -0.6938 5.0806
C35 -2.1207 -0.6679 3.7786
C36 -2.6112 0.2661 2.8715
C37 -3.5820 1.1600 3.2838
S2 -0.9187 -1.9105 3.2696
O3 -1.7466 -2.9934 2.6361
O4 -2.9337 -1.4241 0.7181
N6 -0.2213 -1.1310 2.0229
C38 0.8119 -0.3397 2.2803
C39 1.3157 -0.0348 3.5781
C40 2.4389 0.7251 3.7239
C41 3.0748 1.2449 2.5873
C42 2.5035 0.9747 1.3690
N7 1.4102 0.2076 1.1927
H26 -5.4200 1.9785 6.0468
H27 -6.0204 2.0271 4.3877
H28 -4.7757 3.1562 4.9017
H29 -3.9221 0.1985 6.5037
H30 -2.1930 -1.4203 5.7798
H31 -2.2300 0.2830 1.8593
H32 -3.9656 1.8853 2.5741
H33 0.8001 -0.4205 4.4479
H34 2.8203 0.9355 4.7164
H35 3.9499 1.8737 2.6463
H36 2.9190 1.4237 0.4758

Highest occupied orbital energy in Eh: -0.1671
Multiplicity: 1
Charge: -1
Energy relative to the best compared isomer or geometry (same formula, charge and spin) in kcal per mole: 30.13
Orbital gap in eV: 6.51

=====

DFT (ωB97M-V/def2-TZVPD) results for C42H36F2NP2V as an isolated structure.

Atoms and positions in Å:
V1 0.6941 -0.9388 0.7807
C1 2.2694 -3.1561 1.5789
C2 1.7283 -3.9254 2.6005
C3 0.4325 -4.3540 2.1974
C4 0.1731 -3.8572 0.9309
C5 1.2947 -3.0559 0.5280
H1 3.2599 -2.7281 1.5555
H2 2.2043 -4.1470 3.5461
H3 -0.2492 -4.9458 2.7938
H4 -0.7207 -4.0304 0.3469
H5 1.5464 -2.8751 -0.5233
N1 -0.6106 -0.0512 -1.8977
P1 -1.4062 -1.3225 -1.0755
C6 -3.1345 -0.7132 -1.1918
C7 -3.8081 -0.5716 -2.4055
C8 -5.0460 0.0508 -2.4511
C9 -5.6240 0.5380 -1.2827
C10 -4.9656 0.3946 -0.0721
C11 -3.7259 -0.2354 -0.0266
C12 -1.3836 -2.6648 -2.3206
C13 -0.2398 -2.8436 -3.0907
C14 -0.1323 -3.9296 -3.9505
C15 -1.1640 -4.8533 -4.0377
C16 -2.3045 -4.6899 -3.2630
C17 -2.4108 -3.6023 -2.4062
P2 0.1481 0.9086 -0.6567
C18 1.4391 1.7640 -1.6358
C19 2.1488 1.0668 -2.6082
C20 3.1711 1.6864 -3.3139
C21 3.5093 3.0051 -3.0366
C22 2.8215 3.7008 -2.0530
C23 1.7899 3.0810 -1.3592
C24 -1.1000 2.2847 -0.5594
C25 -1.6331 2.5533 0.6945
C26 -2.6483 3.4944 0.8540
C27 -3.1418 4.1666 -0.2508
C28 -2.6111 3.9124 -1.5135
C29 -1.5923 2.9846 -1.6613
H6 -1.1167 0.4084 -2.6522
H7 -3.3609 -0.9475 -3.3198
H8 -5.5599 0.1591 -3.3984
H9 -6.5872 1.0317 -1.3211
H10 -5.4086 0.7763 0.8391
H11 -3.2007 -0.3396 0.9166
H12 0.5658 -2.1232 -3.0106
H13 0.7638 -4.0568 -4.5448
H14 -1.0770 -5.7043 -4.7018
H15 -3.1103 -5.4110 -3.3210
H16 -3.3045 -3.4821 -1.8039
H17 1.8977 0.0303 -2.8014
H18 3.7141 1.1337 -4.0708
H19 4.3128 3.4867 -3.5802
H20 3.0898 4.7232 -1.8181
H21 1.2580 3.6286 -0.5896
H22 -1.2459 2.0043 1.5448
H23 -3.0555 3.6910 1.8387
H24 -3.9389 4.8914 -0.1355
H25 -2.9904 4.4431 -2.3782
H26 -1.1720 2.8055 -2.6463
F1 2.2372 1.8808 6.6518
C30 1.5323 1.2673 5.6568
C31 0.4655 1.9241 5.0863
C32 -0.2443 1.2802 4.0767
C33 0.0931 0.0021 3.6149
C34 -0.6172 -0.6353 2.4746
C35 1.1808 -0.6200 4.2419
C36 1.8995 0.0009 5.2541
H27 0.1953 2.9151 5.4289
H28 -1.0946 1.7899 3.6357
H29 -0.8241 -1.6965 2.6772
H30 -1.5719 -0.1257 2.3119
H31 1.4775 -1.6072 3.9019
H32 2.7454 -0.4867 5.7219
F2 6.0080 2.3180 0.9265
C37 4.8579 1.5823 0.9407
C38 3.7928 2.0285 1.6927
C39 2.6182 1.2807 1.6789
C40 2.4777 0.0849 0.9592
C41 3.6163 -0.3177 0.2428
C42 4.8005 0.4186 0.2058
H33 3.8806 2.9472 2.2600
H34 1.7769 1.6529 2.2585
H35 3.5860 -1.2390 -0.3342
H36 5.6597 0.1053 -0.3745

Highest occupied orbital energy (spin up / spin down) in Eh: -0.1255 / -0.1014
Multiplicity: 2
Charge: -1
Energy relative to the best compared isomer or geometry (same formula, charge and spin) in kcal per mole: 34.22
Expectation value of S²: 0.8165
Orbital gap (spin up / spin down) in eV: 5.85 / 5.20